*i*
DFT (ωB97M-V/def2-TZVPD) results for a 3-piece molecular cluster, C3H12N2O overall.

As for the SMILES: C=C.NCO.N. Its LUMO energy is 0.031 Ha. The frontier orbital gap is 10.0 eV.

The geometry in ORCA input format:
```
! wB97M-V def2-TZVPD RIJCOSX def2/J DEFGRID3
* xyz 0 1
C 1.305 -2.403 -1.333
C 2.035 -1.270 -1.467
N 0.553 2.199 1.814
H 0.304 -2.261 -0.951
H -0.149 1.315 0.142
H 1.652 -3.420 -1.449
H 1.521 -0.536 -2.084
H 3.095 -1.434 -1.661
H 0.624 2.580 2.747
H 0.744 1.202 1.861
H 1.360 2.571 1.319
N -1.928 0.043 1.136
C -1.649 0.110 -0.234
O -0.306 0.638 -0.537
H -2.115 0.939 1.569
H -1.213 -0.345 1.739
H -2.376 0.750 -0.742
H -1.660 -0.822 -0.802
*
```

*ii*
DFT (ωB97M-V/def2-TZVPD) results for C3H12N2O as an isolated structure.

Its LUMO energy is -0.136 Ha. The frontier orbital gap is 4.4 eV.

The geometry in ORCA input format:
```
! wB97M-V def2-TZVPD RIJCOSX def2/J DEFGRID3
* xyz 0 1
N 0.658 -2.349 1.171
C 0.979 0.070 0.560
C -0.104 0.826 1.280
C 0.724 -0.027 -0.937
N -0.600 -0.454 -1.297
H -0.116 -2.787 1.657
H 2.011 0.391 0.773
H 0.778 -1.109 0.899
H 0.038 0.799 2.385
H -0.189 1.907 0.981
H -1.097 0.390 1.069
H 1.478 -0.733 -1.307
H 0.899 0.930 -1.472
H -1.132 0.449 -1.195
H -0.861 -1.106 -0.556
H 1.012 -2.890 0.392
H -1.725 2.454 -1.596
O -1.405 1.978 -0.818
*
```

*iii*
DFT (ωB97M-V/def2-TZVPD) results for a 3-piece molecular cluster, C3H12N2O overall.

As for the SMILES: C=C.NCO.N. Its LUMO energy is 0.033 Ha. The frontier orbital gap is 10.1 eV.

The geometry in ORCA input format:
```
! wB97M-V def2-TZVPD RIJCOSX def2/J DEFGRID3
* xyz 0 1
C -2.233 1.464 -1.036
C -2.328 0.490 -1.933
N 0.934 -0.197 2.956
H -2.409 2.470 -1.399
H 0.027 0.065 0.732
H -2.087 1.344 0.022
H -2.731 0.776 -2.901
H -1.842 -0.477 -1.902
H 0.441 0.031 3.813
H 1.391 0.664 2.668
H 1.699 -0.808 3.226
N 1.351 -1.698 -0.522
C 1.339 -0.328 -0.799
O 0.491 0.515 0.016
H 1.942 -2.028 0.218
H 0.586 -2.311 -0.735
H 2.316 0.117 -0.588
H 1.112 -0.089 -1.839
*
```

*iv*
DFT (ωB97M-V/def2-TZVPD) results for a 2-piece molecular cluster, C3H12N2O overall.

As for the SMILES: NCCCN.O. Its LUMO energy is 0.030 Ha. The frontier orbital gap is 9.7 eV.

The geometry in ORCA input format:
```
! wB97M-V def2-TZVPD RIJCOSX def2/J DEFGRID3
* xyz 0 1
N -1.815 1.299 1.600
C -0.342 1.466 1.751
C 0.342 1.405 0.364
C -0.199 0.207 -0.460
N 0.610 0.061 -1.713
H -2.039 0.426 2.061
H -2.315 1.997 2.138
H 0.075 0.685 2.407
H -0.175 2.421 2.246
H -0.034 2.308 -0.126
H 1.431 1.372 0.428
H -1.236 0.344 -0.747
H -0.148 -0.715 0.140
H 1.364 0.721 -1.597
H 1.074 -0.840 -1.734
H 1.594 -4.923 -2.608
H 0.606 -4.175 -1.703
O 1.206 -4.060 -2.445
*
```

Of them, the most stable is *iv* and the least stable is *ii*.

*i*
DFT (ωB97M-V/def2-TZVPD) results for a 2-piece molecular cluster, C3H12N2O overall.

As for the SMILES: C[C@H](N)CN.O. Its LUMO energy is 0.036 Ha. The frontier orbital gap is 9.5 eV.

The geometry in ORCA input format:
```
! wB97M-V def2-TZVPD RIJCOSX def2/J DEFGRID3
* xyz 0 1
N 1.464 1.612 -1.137
C 0.101 1.222 -1.056
C -0.445 0.788 -2.455
C -0.171 0.116 -0.065
N -1.423 0.331 0.799
H 2.068 0.877 -1.490
H 1.622 2.534 -1.528
H -0.514 2.054 -0.624
H -1.472 1.261 -2.599
H 0.151 1.359 -3.209
H -0.606 -0.248 -2.864
H 0.561 0.179 0.681
H -0.223 -0.881 -0.380
H -2.345 0.096 0.409
H -1.294 1.114 1.397
H 1.211 -3.242 2.929
H 0.341 -4.348 3.493
O 0.414 -3.389 3.451
*
```

*ii*
DFT (ωB97M-V/def2-TZVPD) results for a 3-piece molecular cluster, C3H12N2O overall.

As for the SMILES: C=CC.NN.O. Its LUMO energy is 0.037 Ha. The frontier orbital gap is 10.1 eV.

The geometry in ORCA input format:
```
! wB97M-V def2-TZVPD RIJCOSX def2/J DEFGRID3
* xyz 0 1
C 1.207 0.931 0.450
C 2.027 -0.169 1.041
C 0.968 1.053 -0.873
O -0.903 0.030 1.558
H -1.114 -0.533 2.303
H 1.055 1.787 1.093
H 2.173 -0.983 0.329
H 1.388 0.337 -1.567
H -0.928 0.445 -1.151
H 1.523 -0.570 1.926
H 2.999 0.213 1.340
H 0.664 2.003 -1.290
N -1.849 -0.023 -0.852
N -1.880 -1.360 -1.434
H -0.913 -1.670 -1.506
H -2.318 -1.954 -0.733
H -2.648 0.483 -1.227
H -1.453 -0.020 0.592
*
```

Of them, the most stable is *i* and the least stable is *ii*.

*i*
DFT (ωB97M-V/def2-TZVPD) results for C6H7N as an isolated structure.

Its LUMO energy is -0.021 Ha. The frontier orbital gap is 8.1 eV.

The geometry in ORCA input format:
```
! wB97M-V def2-TZVPD RIJCOSX def2/J DEFGRID3
* xyz 0 1
C 0.124 0.887 -0.058
C -0.382 1.528 1.064
C 1.523 0.910 0.376
C 0.908 1.218 1.708
C -0.912 0.403 -0.827
C -1.141 -0.781 -1.677
N 2.640 1.094 -0.175
H 1.297 2.062 2.379
H 0.866 0.255 2.210
H -1.806 0.845 -0.275
H -1.939 -1.265 -1.328
H -0.268 -1.335 -1.810
H -1.372 -0.490 -2.673
H 3.432 1.194 0.450
*
```

*ii*
DFT (ωB97M-V/def2-TZVPD) results for one molecule with the formula C6H7N.

As for the SMILES: C[C@@]12[C@@H]3[C@H]4[C@@H]3N1[C@H]42. Its LUMO energy is 0.043 Ha. The frontier orbital gap is 9.5 eV.

The geometry in ORCA input format:
```
! wB97M-V def2-TZVPD RIJCOSX def2/J DEFGRID3
* xyz 0 1
C 1.992 0.140 -0.187
C 0.515 0.095 0.000
C -0.664 -0.128 -0.987
C -1.564 0.602 -0.016
C -1.330 -0.861 0.134
N -0.109 -0.776 0.986
C -0.357 0.919 0.908
H 2.275 0.952 -0.862
H 2.341 -0.810 -0.602
H 2.478 0.303 0.780
H -0.718 -0.324 -2.048
H -2.487 1.137 -0.207
H -2.016 -1.694 0.181
H -0.352 0.373 1.917
*
```

Of them, the most stable is *i* and the least stable is *ii*.

*i*
DFT (ωB97M-V/def2-TZVPD) results for one molecule with the formula C6H7N.

As for the SMILES: Nc1ccccc1. Its LUMO energy is 0.036 Ha. The frontier orbital gap is 9.0 eV.

The geometry in ORCA input format:
```
! wB97M-V def2-TZVPD RIJCOSX def2/J DEFGRID3
* xyz 0 1
N 1.244 1.664 -1.087
C 0.532 0.603 -0.439
C 0.186 -0.503 -1.080
C -0.903 -1.332 -0.579
C -0.990 -1.353 0.824
C -0.778 -0.146 1.566
C -0.043 0.851 0.862
H 1.897 1.415 -1.858
H 1.670 2.415 -0.592
H 0.715 -1.025 -1.877
H -1.406 -2.152 -1.152
H -1.535 -2.123 1.346
H -0.972 -0.073 2.651
H 0.383 1.758 1.416
*
```

*ii*
DFT (ωB97M-V/def2-TZVPD) results for C6H7N as an isolated structure.

Its LUMO energy is 0.021 Ha. The frontier orbital gap is 9.1 eV.

The geometry in ORCA input format:
```
! wB97M-V def2-TZVPD RIJCOSX def2/J DEFGRID3
* xyz 0 1
C -0.300 1.550 0.298
C 0.150 0.190 -0.115
C -0.777 -0.727 -0.862
C -2.036 -0.919 -0.137
N -3.023 -1.031 0.455
C 1.326 -0.318 0.142
C 2.318 -1.047 0.563
H -0.552 2.134 -0.590
H -1.198 1.479 0.924
H 0.474 2.083 0.860
H 1.692 -0.255 1.404
H -0.988 -0.287 -1.843
H -0.302 -1.703 -1.015
H 3.216 -1.149 -0.083
*
```

Of them, the most stable is *i* and the least stable is *ii*.